This record from OMol25 describes a structure of composition C57H49CsIN3O9P2S3 in a non-equilibrium geometry. The level of theory is wB97M-V/def2-TZVPD.

Summary:
HOMO-LUMO gap (alpha / beta) (eV): 5.284 / 2.155
HOMO level (alpha / beta) (eV): -2.728 / 0.081
Relative energy (zero: lowest compared OMol25 entry of this formula, charge and spin) (kcal/mol): 80.72

```
! wB97M-V def2-TZVPD RIJCOSX def2/J DEFGRID3
* xyz -2 1
Cs 1.45 -0.41 2.37
O 4.09 0.11 5.21
S 3.66 1.49 4.97
O 3.69 2.40 6.10
O 2.50 1.62 4.11
C 5.23 2.02 4.24
C 6.18 2.33 5.22
C 7.34 3.04 4.87
C 7.48 3.46 3.58
C 6.52 3.23 2.60
C 5.41 2.41 2.88
S 4.72 1.35 1.45
O 3.33 1.90 1.24
O 5.60 1.40 0.25
O 4.72 -0.01 2.06
H 6.10 1.89 6.21
H 8.07 3.29 5.66
H 8.44 3.82 3.13
H 6.72 3.58 1.55
I -2.95 0.88 3.90
C -4.56 1.94 4.65
C -4.19 2.78 5.71
C -5.12 3.69 6.30
C -6.42 3.67 5.90
C -6.79 2.78 4.82
C -8.18 2.61 4.55
C -8.70 1.60 3.76
C -7.77 0.74 3.10
C -6.40 1.04 3.15
P -5.40 0.31 1.86
C -4.85 -1.27 2.50
C -5.49 -1.96 3.55
C -4.95 -3.14 4.01
C -3.76 -3.65 3.48
C -3.08 -2.96 2.43
C -3.63 -1.78 1.93
C -6.60 -0.14 0.52
C -6.63 -1.43 -0.07
C -7.38 -1.67 -1.16
C -8.26 -0.74 -1.63
C -8.36 0.50 -1.05
C -7.46 0.82 0.00
C -5.86 1.94 4.12
H -3.13 2.83 6.00
H -4.79 4.45 7.02
H -7.21 4.35 6.28
H -8.86 3.44 4.77
H -9.81 1.44 3.71
H -8.06 -0.13 2.51
H -6.44 -1.59 3.88
H -5.45 -3.66 4.83
H -3.30 -4.55 3.95
H -2.13 -3.35 2.13
H -3.21 -1.23 1.07
H -6.08 -2.30 0.36
H -7.24 -2.59 -1.70
H -8.89 -0.98 -2.44
H -9.13 1.19 -1.35
H -7.60 1.83 0.48
O 0.79 -0.89 -6.00
C 0.72 0.17 -6.43
C 1.08 1.48 -6.67
C 0.85 1.99 -8.03
C 1.57 3.14 -8.40
C 2.61 3.64 -7.60
C 2.70 3.16 -6.29
C 1.75 2.32 -5.70
P 1.99 2.10 -3.94
C 3.74 1.63 -3.68
C 4.72 2.40 -3.04
C 5.97 1.76 -2.75
C 6.33 0.59 -3.34
C 5.40 -0.10 -4.10
C 4.09 0.36 -4.23
C 2.00 3.68 -3.10
C 2.44 3.79 -1.75
C 2.04 4.93 -1.01
C 1.56 6.10 -1.68
C 1.33 5.97 -3.10
C 1.53 4.78 -3.78
H 0.20 1.48 -8.71
H 1.30 3.61 -9.36
H 3.22 4.48 -7.91
H 3.40 3.58 -5.62
H 4.56 3.46 -2.87
H 6.71 2.31 -2.17
H 7.36 0.21 -3.18
H 5.69 -1.09 -4.54
H 3.33 -0.23 -4.75
H 2.90 2.93 -1.24
H 2.20 4.96 0.08
H 1.40 7.07 -1.27
H 1.05 6.85 -3.74
H 1.32 4.72 -4.88
O 2.46 -2.32 4.88
H 1.97 -2.68 5.64
H 3.17 -1.72 5.20
O -4.70 9.38 4.91
H -4.76 8.57 5.42
H -4.01 9.06 4.32
N 3.91 -2.73 1.86
H 4.21 -1.75 1.96
H 4.83 -3.16 1.92
H 3.55 -2.87 2.83
S 0.55 -8.62 -2.61
C 0.39 -7.03 -1.85
C -0.33 -5.97 -2.41
C -0.64 -4.87 -1.65
N -0.23 -4.70 -0.40
C 0.57 -5.64 0.11
C 0.87 -6.84 -0.55
C 1.96 -8.45 -3.71
C 3.23 -8.56 -3.17
C 4.28 -8.72 -4.14
N 4.12 -8.78 -5.42
C 2.91 -8.39 -5.91
C 1.79 -8.26 -5.10
H -0.72 -5.94 -3.42
H -1.27 -4.09 -2.03
H 0.94 -5.47 1.12
H 1.40 -7.63 -0.03
H 3.47 -8.55 -2.13
H 5.35 -8.88 -3.80
H 2.89 -8.25 -6.99
H 0.84 -8.06 -5.57
*
```



This record from OMol25 describes a structure of composition C57H51HfN3O9PTe in a non-equilibrium geometry. The level of theory is wB97M-V/def2-TZVPD.

Summary:
HOMO-LUMO gap (eV): 6.665
HOMO level (eV): -9.634
Relative energy (zero: lowest compared OMol25 entry of this formula, charge and spin) (kcal/mol): 82.67

```
! wB97M-V def2-TZVPD RIJCOSX def2/J DEFGRID3
* xyz 1 1
Hf 0.64 1.09 0.57
O 2.45 1.28 -0.14
C 2.64 0.17 -0.73
C 3.74 -0.74 -0.38
C 5.11 -0.67 -0.18
C 5.79 -1.85 0.12
C 5.10 -3.04 0.29
C 3.72 -3.11 0.12
C 3.07 -1.97 -0.29
P 1.31 -1.58 -0.75
C 1.40 -1.49 -2.59
C 2.56 -1.37 -3.23
C 2.61 -1.04 -4.69
C 0.75 0.78 -4.57
C -0.12 -0.39 -4.21
C 0.14 -1.36 -3.33
C 0.78 -3.38 -0.61
C 0.37 -3.82 0.64
C 0.05 -5.14 0.86
C 0.15 -6.05 -0.18
C 0.58 -5.63 -1.43
C 0.89 -4.29 -1.65
H 5.64 0.27 -0.27
H 6.86 -1.84 0.22
H 5.65 -3.94 0.55
H 3.20 -4.05 0.26
H 3.51 -1.46 -2.72
H 3.62 -1.19 -5.07
H 0.35 1.22 -5.50
H -1.07 -0.40 -4.73
H -0.62 -2.11 -3.12
H 0.33 -3.10 1.45
H -0.27 -5.47 1.84
H -0.08 -7.09 -0.02
H 0.69 -6.33 -2.24
H 1.23 -3.97 -2.62
O -0.04 0.74 -1.55
C -0.06 1.98 -2.28
C 0.39 2.98 -1.16
O 1.18 3.87 -1.29
O -0.20 2.68 -0.03
C -1.49 2.35 -2.69
C -1.80 3.67 -2.98
C -3.05 4.00 -3.47
C -4.00 3.01 -3.69
C -3.70 1.70 -3.39
C -2.46 1.37 -2.87
C 0.75 1.97 -3.58
C 2.19 0.40 -4.89
C 3.03 1.24 -5.49
C 2.75 2.59 -5.88
C 1.91 3.42 -5.24
C 1.22 3.15 -4.01
H -0.10 0.04 -2.26
H -1.06 4.44 -2.84
H -3.28 5.03 -3.70
H -4.96 3.27 -4.11
H -4.43 0.92 -3.55
H -2.26 0.33 -2.63
H 1.92 -1.68 -5.25
H 4.00 0.87 -5.79
H 3.31 2.97 -6.73
H 1.81 4.44 -5.60
H 1.11 4.01 -3.37
Te -2.40 0.71 0.67
C -4.36 0.92 -0.24
C -5.09 2.07 0.01
C -6.40 2.19 -0.42
C -6.99 1.16 -1.13
C -6.26 0.02 -1.41
C -4.96 -0.10 -0.97
C -2.86 -1.40 0.78
C -2.32 -2.27 -0.16
C -2.71 -3.60 -0.21
C -3.63 -4.07 0.71
C -4.15 -3.22 1.67
C -3.77 -1.89 1.70
H -4.63 2.88 0.57
H -6.96 3.08 -0.19
H -8.02 1.24 -1.45
H -6.71 -0.78 -1.97
H -4.42 -1.01 -1.18
H -1.59 -1.89 -0.88
H -2.31 -4.25 -0.96
H -3.95 -5.10 0.67
H -4.87 -3.59 2.39
H -4.19 -1.21 2.43
O -0.40 1.54 2.41
C 0.51 2.38 2.68
O 1.57 2.32 2.01
C 0.34 3.37 3.76
C 1.42 4.18 4.14
C 1.27 5.07 5.17
C 0.05 5.17 5.82
C -1.04 4.38 5.45
C -0.89 3.48 4.41
N -0.11 6.11 6.92
O -1.20 6.20 7.43
O 0.87 6.74 7.24
H 2.35 4.09 3.60
H 2.09 5.71 5.50
H -1.98 4.49 5.97
H -1.71 2.86 4.09
C 3.48 -2.42 3.60
N 2.81 -1.19 3.23
C 3.72 -0.10 2.91
C 1.50 -1.11 2.89
O 1.14 -0.46 1.86
N 0.58 -1.73 3.65
C -0.83 -1.68 3.29
C 0.79 -2.23 4.99
H 4.28 -2.61 2.88
H 2.79 -3.26 3.56
H 3.93 -2.33 4.59
H 4.53 -0.44 2.26
H 4.16 0.25 3.85
H 3.20 0.73 2.44
H -0.99 -0.92 2.52
H -1.42 -1.40 4.17
H -1.18 -2.64 2.92
H 1.83 -2.20 5.29
H 0.41 -3.26 5.06
H 0.22 -1.61 5.69
*
```



This record from OMol25 describes a structure of composition C57H51O3P3PdSSi in a non-equilibrium geometry. The level of theory is wB97M-V/def2-TZVPD.

Summary:
HOMO-LUMO gap (eV): 5.150
HOMO level (eV): -5.877
Relative energy (zero: lowest compared OMol25 entry of this formula, charge and spin) (kcal/mol): 125.90

```
! wB97M-V def2-TZVPD RIJCOSX def2/J DEFGRID3
* xyz 0 1
Pd -0.61 0.40 0.48
C -3.93 0.46 2.08
Si -2.75 -0.43 0.82
C -2.40 -2.14 1.60
C -3.09 -3.32 1.32
C -2.85 -4.47 2.04
C -1.95 -4.46 3.10
C -1.25 -3.30 3.38
C -1.44 -2.17 2.60
P -0.41 -0.68 2.85
C -0.43 -0.62 4.68
C 0.69 -0.85 5.47
C 0.58 -0.78 6.85
C -0.63 -0.48 7.44
C -1.75 -0.23 6.65
C -1.64 -0.29 5.28
C 1.28 -1.26 2.56
C 1.69 -2.55 2.31
C 3.03 -2.84 2.08
C 3.99 -1.80 2.04
C 3.63 -0.50 2.19
C 2.21 -0.11 2.32
C -3.76 -0.73 -0.76
C -5.10 -1.10 -0.77
C -5.77 -1.31 -1.96
C -5.11 -1.12 -3.17
C -3.79 -0.72 -3.17
C -3.11 -0.54 -1.97
P -1.31 -0.20 -1.91
C -0.74 -1.94 -1.83
C -1.29 -2.93 -2.64
C -0.79 -4.22 -2.59
C 0.23 -4.54 -1.71
C 0.75 -3.57 -0.87
C 0.27 -2.27 -0.93
C -1.00 0.27 -3.65
C -1.31 1.59 -3.98
C -1.09 2.06 -5.25
C -0.54 1.22 -6.21
C -0.22 -0.08 -5.89
C -0.43 -0.55 -4.61
H -4.56 -0.28 2.55
H -4.56 1.18 1.58
H -3.36 0.97 2.85
H -3.83 -3.31 0.53
H -3.38 -5.38 1.80
H -1.79 -5.35 3.69
H -0.55 -3.28 4.21
H 1.63 -1.11 5.01
H 1.45 -0.98 7.47
H -0.72 -0.43 8.52
H -2.70 -0.01 7.11
H -2.50 -0.11 4.65
H 0.97 -3.35 2.33
H 3.35 -3.86 1.97
H 5.03 -2.06 1.91
H 4.36 0.30 2.14
H 2.08 0.69 3.07
H -5.61 -1.24 0.17
H -6.80 -1.64 -1.96
H -5.62 -1.29 -4.10
H -3.28 -0.56 -4.12
H -2.09 -2.69 -3.32
H -1.19 -4.98 -3.25
H 0.62 -5.55 -1.67
H 1.54 -3.82 -0.18
H 0.69 -1.48 -0.30
H -1.75 2.23 -3.21
H -1.33 3.08 -5.50
H -0.38 1.59 -7.22
H 0.20 -0.74 -6.63
H -0.17 -1.57 -4.36
C -1.75 5.27 4.90
C -1.05 4.22 4.09
C -1.69 3.60 3.02
C -0.98 2.79 2.15
C 0.37 2.56 2.39
C 0.99 3.09 3.51
C 0.28 3.91 4.37
S 1.40 2.04 1.00
O 0.64 2.32 -0.18
O 2.63 2.75 1.16
O 1.73 0.49 1.05
H -2.57 5.71 4.33
H -1.06 6.06 5.17
H -2.17 4.85 5.81
H -2.73 3.81 2.82
H -1.46 2.41 1.24
H 2.05 2.92 3.67
H 0.77 4.37 5.21
C 3.52 -0.23 -1.21
P 2.02 0.55 -1.98
C 2.45 -0.02 -3.68
C 2.42 -1.39 -3.92
C 2.77 -1.90 -5.16
C 3.20 -1.04 -6.16
C 3.23 0.32 -5.93
C 2.84 0.83 -4.70
C 2.58 2.30 -2.14
C 3.83 2.76 -1.76
C 4.14 4.11 -1.88
C 3.21 5.00 -2.39
C 1.96 4.55 -2.76
C 1.64 3.21 -2.63
H 4.35 -0.26 -1.91
H 3.27 -1.24 -0.91
H 3.79 0.33 -0.32
H 2.10 -2.06 -3.13
H 2.72 -2.97 -5.34
H 3.50 -1.44 -7.11
H 3.56 0.99 -6.71
H 2.86 1.90 -4.54
H 4.57 2.10 -1.35
H 5.11 4.46 -1.56
H 3.47 6.05 -2.48
H 1.23 5.25 -3.14
H 0.66 2.86 -2.89
*
```



This record from OMol25 describes a cluster of 8 separate species, C57H53BO18Si in total in a non-equilibrium geometry. The level of theory is wB97M-V/def2-TZVPD.

Summary:
HOMO-LUMO gap (eV): 6.075
HOMO level (eV): -8.140

```
! wB97M-V def2-TZVPD RIJCOSX def2/J DEFGRID3
* xyz 0 1
C -3.88 -3.01 -0.06
O -2.91 -1.95 -0.27
B -1.80 -2.42 -1.11
O -0.77 -3.20 -0.46
Si -1.85 -1.89 -2.98
C -1.01 -0.16 -3.27
C -1.49 0.92 -2.17
C -0.20 1.47 -1.40
C 0.44 2.81 -2.09
O 1.65 2.50 -2.85
C 2.78 2.41 -2.02
C 4.24 2.51 -2.72
O 2.77 2.21 -0.78
C -1.07 -3.19 -4.19
C -1.18 -2.51 -5.66
C 0.03 -1.79 -6.31
C -0.14 -1.13 -7.70
C -1.55 -1.22 -8.36
C -2.77 -1.93 -7.72
C -4.24 -1.99 -8.37
C -2.60 -2.60 -6.33
H -3.32 -3.97 0.23
H -4.56 -3.19 -0.97
H -4.50 -2.71 0.86
H -0.87 -4.17 -0.61
H -3.26 -1.71 -3.35
H 0.13 -0.33 -3.21
H -1.27 0.13 -4.36
H -1.95 1.80 -2.76
H -2.26 0.53 -1.42
H -0.49 1.69 -0.31
H 0.66 0.70 -1.39
H 0.66 3.54 -1.22
H -0.32 3.27 -2.82
H 4.65 3.58 -2.68
H 4.96 1.81 -2.15
H 4.18 2.19 -3.81
H 0.02 -3.43 -3.96
H -1.65 -4.19 -4.20
H 1.01 -1.77 -5.70
H 0.72 -0.57 -8.21
H -1.70 -0.74 -9.39
H -4.36 -1.00 -8.96
H -5.06 -1.95 -7.56
H -4.42 -2.92 -9.01
H -3.44 -3.16 -5.77
O -2.98 6.76 -6.40
C -2.84 5.59 -6.13
C -1.50 5.03 -5.81
C -1.35 3.74 -5.52
C -2.50 2.81 -5.49
O -2.36 1.63 -5.22
C -3.83 3.37 -5.81
C -3.99 4.66 -6.10
H -0.67 5.72 -5.84
H -0.38 3.31 -5.28
H -4.66 2.68 -5.78
H -4.95 5.09 -6.34
O 6.85 1.55 0.31
C 6.48 2.54 0.90
C 7.42 3.38 1.67
C 7.01 4.47 2.32
C 5.59 4.89 2.29
O 5.21 5.89 2.87
C 4.65 4.06 1.51
C 5.06 2.96 0.87
H 8.45 3.05 1.69
H 7.68 5.09 2.89
H 3.61 4.38 1.50
H 4.38 2.34 0.29
O -9.83 5.36 -1.98
C -9.20 4.88 -2.91
C -9.44 5.31 -4.30
C -8.75 4.79 -5.32
C -7.71 3.76 -5.09
O -7.08 3.29 -6.02
C -7.47 3.33 -3.70
C -8.16 3.86 -2.68
H -10.21 6.06 -4.45
H -8.92 5.09 -6.34
H -6.71 2.58 -3.55
H -8.00 3.56 -1.65
O -0.26 -5.84 0.03
C 0.13 -6.21 1.12
C 0.06 -7.63 1.53
C 0.49 -8.03 2.72
C 1.04 -7.07 3.70
O 1.43 -7.43 4.79
C 1.11 -5.65 3.30
C 0.69 -5.25 2.10
H -0.35 -8.32 0.80
H 0.44 -9.06 3.04
H 1.52 -4.96 4.03
H 0.73 -4.21 1.79
O 5.44 6.41 -1.29
C 4.43 7.06 -1.09
C 3.39 7.21 -2.13
C 2.29 7.92 -1.90
C 2.06 8.60 -0.61
O 1.05 9.25 -0.40
C 3.10 8.45 0.43
C 4.20 7.73 0.21
H 3.57 6.71 -3.07
H 1.51 8.04 -2.65
H 2.91 8.95 1.37
H 4.97 7.61 0.96
O 2.93 -5.85 7.93
C 2.86 -6.96 8.43
C 3.33 -7.21 9.81
C 3.25 -8.43 10.36
C 2.70 -9.57 9.61
O 2.63 -10.68 10.11
C 2.23 -9.32 8.23
C 2.31 -8.11 7.68
H 3.73 -6.36 10.35
H 3.59 -8.63 11.37
H 1.83 -10.17 7.69
H 1.97 -7.91 6.67
O 4.17 -4.02 11.30
C 3.17 -3.37 11.51
C 2.12 -3.21 10.48
C 1.02 -2.50 10.71
C 0.80 -1.83 12.01
O -0.21 -1.18 12.22
C 1.84 -1.99 13.05
C 2.94 -2.71 12.82
H 2.30 -3.71 9.53
H 0.25 -2.37 9.96
H 1.66 -1.50 13.99
H 3.72 -2.83 13.56
*
```